Entry 1:
DFT (ωB97M-V/def2-TZVPD) results for a molecular structure, C3H10N2O in a non-equilibrium geometry.

Computed properties:
Gap between HOMO and LUMO ... 10.51 eV
E_LUMO ... 0.89 eV
E_HOMO ... -9.62 eV

Geometry as ORCA input:
```
! RIJCOSX wB97M-V def2-TZVPD def2/J DEFGRID3
* xyz 0 1
C -1.1678 -0.9373 0.1041
N -0.2229 -0.9087 -1.0741
C 1.0470 -0.8689 -0.5957
O 1.4339 -0.7241 0.5249
C -1.3015 0.5223 0.6299
N -1.9209 1.3096 -0.4500
H -0.7117 -1.5627 0.8750
H -2.0622 -1.4715 -0.2047
H 4.4665 0.7260 0.6927
H 1.8129 -1.3240 -1.2438
H 0.2886 0.1271 -1.0685
H 3.9812 0.3633 1.1219
H -2.0698 0.5998 1.3967
H -0.2552 0.6705 0.8945
H -1.9000 2.3030 -0.2877
H -1.4183 1.1755 -1.3152
*
```

***

Entry 2:
DFT (ωB97M-V/def2-TZVPD) results for 2 unconnected molecules or ions with the total composition C3H10N2O.

Computed properties:
Gap between HOMO and LUMO ... 10.41 eV
SMILES string ... [H]/N=C/NC.CO
E_LUMO ... 0.91 eV
E_HOMO ... -9.49 eV

Geometry as ORCA input:
```
! RIJCOSX wB97M-V def2-TZVPD def2/J DEFGRID3
* xyz 0 1
H -2.3437 0.2811 -2.2420
N -1.9401 -0.2614 -1.4928
C -1.5203 0.4915 -0.5612
N -0.7507 0.0027 0.4690
C -0.7586 0.6678 1.7626
H -1.7951 1.5494 -0.5031
H -0.8798 -1.0011 0.5178
H 0.1089 0.3419 2.3326
H -0.7988 1.7436 1.6074
H -1.6082 0.4265 2.4160
C 2.3399 -1.0698 -0.4809
O 2.1306 0.2204 0.0916
H 3.3428 -1.1005 -0.9026
H 2.2348 -1.8469 0.2815
H 1.6363 -1.2540 -1.2952
H 1.1941 0.4229 -0.0742
*
```

***

Entry 3:
DFT (ωB97M-V/def2-TZVPD) results for 2 unconnected molecules or ions with the total composition C3H10N2O in a non-equilibrium geometry.

Computed properties:
Gap between HOMO and LUMO ... 8.35 eV
SMILES string ... C/C(N)=C/N.O
E_LUMO ... 0.94 eV
E_HOMO ... -7.41 eV

Geometry as ORCA input:
```
! RIJCOSX wB97M-V def2-TZVPD def2/J DEFGRID3
* xyz 0 1
C 1.7651 0.7548 1.3507
C 0.5582 0.3434 0.5713
N -0.2238 1.3434 -0.0733
C 0.1496 -0.9285 0.4439
N -1.1721 -1.3032 0.0831
H 2.5310 1.0311 0.6202
H 2.0445 -0.0814 1.9900
H 1.5728 1.5759 2.0382
H 0.2586 2.0916 -0.5327
H -0.9074 0.8923 -0.6545
H 0.7235 -1.6811 0.9905
H -1.8325 -0.8390 0.6989
H -1.4020 -2.2764 0.1507
O -1.4143 0.0316 -2.4235
H -1.1914 -0.7680 -1.9139
H -1.4599 -0.1866 -3.3396
*
```

***

Entry 4:
DFT (ωB97M-V/def2-TZVPD) results for 2 unconnected molecules or ions with the total composition C3H10N2O in a non-equilibrium geometry.

Computed properties:
Gap between HOMO and LUMO ... 10.71 eV
SMILES string ... C=NC.NCO
E_LUMO ... 0.99 eV
E_HOMO ... -9.72 eV

Geometry as ORCA input:
```
! RIJCOSX wB97M-V def2-TZVPD def2/J DEFGRID3
* xyz 0 1
C -1.0135 1.9657 -0.5427
N 0.2582 2.0932 -0.2922
C 1.1395 1.2926 -1.1561
H -1.6409 1.3218 -1.1815
H -1.6368 2.7075 -0.0495
H 2.0979 1.6512 -1.3069
H 0.6099 1.3125 -2.1662
H 1.0886 0.3223 -0.7947
N -1.1173 -1.7451 0.6243
C 0.3852 -1.8090 0.6647
O 0.8249 -1.0481 1.7847
H -1.5543 -2.6170 1.0222
H -1.4862 -1.1897 1.4036
H 0.7094 -2.7930 0.6218
H 0.6721 -1.3851 -0.1947
H 0.6632 -0.0799 1.5632
*
```

***

Entry 5:
DFT (ωB97M-V/def2-TZVPD) results for 2 unconnected molecules or ions with the total composition C3H10N2O in a non-equilibrium geometry.

Computed properties:
Gap between HOMO and LUMO ... 8.48 eV
SMILES string ... C/C(N)=C/N.O
E_LUMO ... 0.79 eV
E_HOMO ... -7.69 eV

Geometry as ORCA input:
```
! RIJCOSX wB97M-V def2-TZVPD def2/J DEFGRID3
* xyz 0 1
C 1.2708 0.2176 -1.6692
C 0.1164 0.3900 -0.6394
N -1.0281 -0.4663 -0.7648
C 0.2802 1.1253 0.4688
N -0.6564 1.4783 1.4395
H 0.7490 0.1323 -2.5927
H 1.9533 -0.6905 -1.5075
H 1.9867 1.1554 -1.5892
H -1.5412 -0.5006 -1.6672
H -1.7807 -0.1622 -0.0341
H 1.3155 1.6238 0.7190
H -1.6160 1.0143 1.2512
H -0.3903 1.3517 2.3939
O -0.3673 -2.2841 1.7980
H 0.1969 -2.8888 1.2755
H -0.4888 -1.4963 1.1182
*
```

***

Entry 6:
DFT (ωB97M-V/def2-TZVPD) results for 2 unconnected molecules or ions with the total composition C3H10N2O in a non-equilibrium geometry.

Computed properties:
Gap between HOMO and LUMO (spin up / spin down) ... 8.62 / 5.63 eV
Expectation value of S² ... 0.762
E_LUMO (spin up / spin down) ... -4.23 / -7.22 eV
E_HOMO (spin up / spin down) ... -12.85 / -12.85 eV

Geometry as ORCA input:
```
! RIJCOSX wB97M-V def2-TZVPD def2/J DEFGRID3
* xyz 1 2
C -2.3185 -0.5806 0.2161
C -1.8686 -0.3201 -1.0951
N -1.5388 -1.0489 1.1431
H -3.2411 -0.1650 0.6117
H -2.5624 -0.4109 -1.9189
H -0.8015 -0.4082 -1.2383
H 1.0927 0.2268 1.5172
H -0.5205 -1.1917 1.1039
H -1.9480 -1.1390 2.0654
N 2.6276 1.2927 -0.4527
C 1.4328 0.5349 -0.3961
O 1.3512 -0.3368 0.7844
H 3.1797 1.3012 0.3921
H 3.2188 1.1177 -1.2504
H 1.3222 -0.0588 -1.2982
H 0.5745 1.1865 -0.1842
*
```

***

Entry 7:
DFT (ωB97M-V/def2-TZVPD) results for 2 unconnected molecules or ions with the total composition C3H10N2O in a non-equilibrium geometry.

Computed properties:
Gap between HOMO and LUMO (spin up / spin down) ... 7.84 / 8.19 eV
Expectation value of S² ... 0.754
E_LUMO (spin up / spin down) ... -6.23 / -6.92 eV
E_HOMO (spin up / spin down) ... -14.06 / -15.11 eV

Geometry as ORCA input:
```
! RIJCOSX wB97M-V def2-TZVPD def2/J DEFGRID3
* xyz 1 2
C 1.2859 -0.4462 -1.0199
C 0.2744 -0.8253 0.0803
C -1.0684 -0.4102 0.2996
N -1.4656 0.4689 1.2632
N 0.9952 -1.2941 1.2169
H 1.8396 -1.3121 -1.4486
H 1.9390 0.4282 -0.8795
H 0.5919 -0.0342 -1.8040
H -1.9582 -0.9042 -0.1052
H -2.2940 0.9084 1.0123
H -1.5435 0.1109 2.2282
H 1.0608 -2.2261 1.4441
H 1.9064 -0.9385 1.4516
H -0.4911 1.7243 -0.5627
H -0.6998 2.2940 -2.0137
O -0.3727 2.4563 -1.1625
*
```

***

Entry 8:
DFT (ωB97M-V/def2-TZVPD) results for a molecular structure, C3H10N2O2 in a non-equilibrium geometry.

Computed properties:
Gap between HOMO and LUMO ... 4.34 eV
E_LUMO ... -4.97 eV
E_HOMO ... -9.31 eV

Geometry as ORCA input:
```
! RIJCOSX wB97M-V def2-TZVPD def2/J DEFGRID3
* xyz 0 1
C 0.5347 -1.3371 -1.2354
N 1.6725 -0.6517 -0.5973
C 1.0321 0.2809 0.4206
C 0.3151 1.6061 0.0277
N -0.2179 2.2828 1.0712
O 0.3443 1.7232 -1.2603
H -0.1736 -0.6379 -1.8425
H -0.1754 -1.7512 -0.4130
H 0.8290 -2.1284 -1.9954
H 2.3128 -0.1246 -1.2172
H 1.7281 0.4745 1.2701
H 0.2823 -0.3197 0.9767
H -2.5164 0.3907 1.1060
H -2.7170 0.7820 0.4552
H -0.6433 3.1380 0.8111
H -1.7556 -1.7266 1.2659
O -0.8517 -2.0013 1.1564
*
```

***

Calculated energy above the lowest of the compared OMol25 structures with the same formula, charge and spin (kJ/mol), listed in the same order as above: 425.45, 144.33, 114.20, 307.11, 192.43, 186.16, 343.73, 984.70